(1)
DFT (ωB97M-V with the def2-TZVPD basis set) results for C21H22N4O4TcTe as an isolated structure at a distorted geometry.

Calculated values
Energy above the lowest of the compared OMol25 structures with the same formula, charge and spin = 15.1 kcal/mol
HOMO level (spin up / spin down) = -10.57 / -10.57 eV
Total charge = +1
Maximum force = 0.0952 hartree/bohr

CARTESIAN COORDINATES (ANGSTROEM)
Tc -1.0317 -0.4148 1.5437
C -1.5881 4.0284 0.6665
C -2.5741 3.1516 1.4146
N -1.8545 2.0492 2.0573
C -0.5022 2.0671 2.2712
N 0.0278 0.9058 2.6446
C 1.4288 0.9411 3.0497
C 2.2034 1.6935 1.9761
C 1.6828 3.1212 1.9449
N 0.2171 3.1641 2.0481
C -0.4672 4.3914 1.6317
H -2.0916 4.9212 0.3004
H -1.1730 3.4834 -0.1832
H -3.3216 2.7344 0.7397
H -3.0966 3.7387 2.1731
H -2.3976 1.4992 2.7179
H 1.7778 -0.0797 3.1738
H 1.5074 1.4539 4.0131
H 2.0192 1.1990 1.0196
H 3.2738 1.6900 2.1745
H 1.9692 3.6087 1.0118
H 2.1003 3.6999 2.7720
H 0.2642 5.0456 1.1637
H -0.8712 4.9084 2.5063
Te -2.3899 -1.5570 3.3530
O -0.7564 0.8041 -0.4555
C -1.4831 -0.1128 -0.9176
O -2.2110 -0.7823 -0.1028
C -1.4003 -0.5430 -2.3322
C -0.6054 0.1532 -3.2385
C -0.3989 -0.3507 -4.5121
C -0.9536 -1.5683 -4.8747
C -1.7340 -2.2534 -3.9564
C -1.9854 -1.7526 -2.6935
N -2.2795 -3.5726 -4.3201
O -2.0258 -3.9929 -5.4305
O -2.9449 -4.1497 -3.4838
H -0.1442 1.0817 -2.9294
H 0.2138 0.1952 -5.2157
H -0.7878 -2.0028 -5.8498
H -2.6038 -2.3039 -2.0011
C 0.2360 -1.6544 1.1820
C 1.2429 -2.5399 0.7799
C 1.3876 -2.8261 -0.5948
C 2.4057 -3.6511 -1.0196
C 3.2894 -4.2052 -0.0985
C 3.1539 -3.9311 1.2576
C 2.1416 -3.1070 1.7022
H 0.6871 -2.3886 -1.2934
H 2.5089 -3.8737 -2.0733
H 4.0859 -4.8528 -0.4387
H 3.8382 -4.3699 1.9709
H 2.0104 -2.8935 2.7552



(2)
DFT (ωB97M-V with the def2-TZVPD basis set) results for C21H23BaN4Si as an isolated structure.

Calculated values
Energy above the lowest of the compared OMol25 structures with the same formula, charge and spin = 0.0 kcal/mol
HOMO level = -9.89 eV
Total charge = +1
Maximum force = 0.0034 hartree/bohr

CARTESIAN COORDINATES (ANGSTROEM)
Ba -1.1313 0.4359 1.5531
C -3.0814 -3.4073 1.4745
C -1.5865 -3.4346 1.6516
C -0.9150 -4.6323 1.7827
C 0.4728 -4.5972 1.9303
C 1.1425 -3.4003 1.9464
C 0.4146 -2.1961 1.8136
N -0.9476 -2.2544 1.6634
N 0.9293 -0.9499 1.8175
Si 2.5436 -0.3656 1.8285
C 2.2777 1.5003 1.6741
C 3.4726 -0.7172 3.4087
C 3.5467 -0.9612 0.3685
H -3.5706 -3.9311 2.2960
H -3.3745 -3.9069 0.5502
H -3.4545 -2.3834 1.4473
H -1.4559 -5.5681 1.7726
H 1.0270 -5.5220 2.0346
H 2.2165 -3.3528 2.0660
H 1.7108 1.8898 2.5291
H 1.7489 1.7483 0.7459
H 3.2212 2.0492 1.6546
H 2.9466 -0.3447 4.2895
H 4.4592 -0.2473 3.3833
H 3.6251 -1.7907 3.5417
H 3.0649 -0.7307 -0.5835
H 3.6953 -2.0425 0.4140
H 4.5356 -0.4954 0.3702
C -0.6741 5.1892 -0.4175
C -0.7556 4.0298 0.3600
N -0.9874 2.8300 -0.1368
C -1.1461 2.7072 -1.4759
C -1.0791 3.8118 -2.3389
C -0.8397 5.0751 -1.7712
C -1.2454 3.6359 -3.7534
C -1.4549 2.4127 -4.2750
C -1.5181 1.2562 -3.4282
C -1.7116 -0.0369 -3.9457
C -1.7469 -1.1110 -3.0977
C -1.5988 -0.8800 -1.7263
N -1.4290 0.3237 -1.2093
C -1.3757 1.3903 -2.0395
H -0.4827 6.1438 0.0510
H -0.6188 4.0951 1.4349
H -0.7846 5.9447 -2.4142
H -1.1932 4.5088 -4.3912
H -1.5744 2.2786 -5.3424
H -1.8235 -0.1689 -5.0147
H -1.8830 -2.1174 -3.4667
H -1.6112 -1.7101 -1.0258